{"formula": "C84H135N11O20S10", "method": "ωB97M-V with the def2-TZVPD basis set", "homo_lumo_gap_ha": 0.2943, "e_homo_ha": -0.284, "e_lumo_ev": 0.27, "elements": ["N", "C", "C", "C", "C", "H", "H", "H", "H", "H", "N", "C", "C", "C", "C", "H", "H", "H", "H", "H", "N", "C", "C", "C", "C", "H", "H", "H", "H", "H", "N", "C", "C", "C", "C", "H", "H", "H", "H", "H", "N", "C", "C", "C", "C", "H", "H", "H", "H", "H", "N", "C", "C", "C", "C", "H", "H", "H", "H", "H", "N", "C", "C", "C", "C", "H", "H", "H", "H", "H", "N", "C", "C", "C", "C", "H", "H", "H", "H", "H", "N", "C", "C", "C", "C", "H", "H", "H", "H", "H", "N", "C", "C", "C", "C", "H", "H", "H", "H", "H", "N", "C", "C", "C", "C", "H", "H", "H", "H", "H", "C", "C", "C", "S", "O", "O", "C", "H", "H", "H", "H", "H", "H", "H", "H", "C", "C", "C", "S", "O", "O", "C", "H", "H", "H", "H", "H", "H", "H", "H", "C", "C", "C", "S", "O", "O", "C", "H", "H", "H", "H", "H", "H", "H", "H", "C", "C", "C", "S", "O", "O", "C", "H", "H", "H", "H", "H", "H", "H", "H", "C", "C", "C", "S", "O", "O", "C", "H", "H", "H", "H", "H", "H", "H", "H", "C", "C", "C", "S", "O", "O", "C", "H", "H", "H", "H", "H", "H", "H", "H", "C", "C", "C", "S", "O", "O", "C", "H", "H", "H", "H", "H", "H", "H", "H", "C", "C", "C", "S", "O", "O", "C", "H", "H", "H", "H", "H", "H", "H", "H", "C", "C", "C", "S", "O", "O", "C", "H", "H", "H", "H", "H", "H", "H", "H", "C", "C", "C", "S", "O", "O", "C", "H", "H", "H", "H", "H", "H", "H", "H"], "positions_angstrom": [[22.261, 20.132, 15.940], [21.354, 19.146, 15.813], [20.872, 18.896, 17.092], [21.468, 19.838, 17.949], [22.472, 20.528, 17.237], [22.935, 20.358, 15.222], [21.176, 18.746, 14.825], [20.075, 18.202, 17.318], [21.273, 19.906, 19.010], [23.059, 21.419, 17.404], [17.070, 14.057, 10.662], [17.556, 14.911, 11.716], [18.937, 15.040, 11.680], [19.329, 14.258, 10.566], [18.225, 13.679, 10.012], [16.115, 13.928, 10.357], [16.751, 15.299, 12.323], [19.624, 15.608, 12.290], [20.359, 14.144, 10.262], [18.184, 13.145, 9.074], [12.911, 21.251, 16.390], [12.190, 22.311, 15.905], [13.067, 23.373, 15.670], [14.337, 22.898, 15.893], [14.262, 21.551, 16.258], [12.627, 20.361, 16.773], [11.118, 22.255, 15.786], [12.852, 24.389, 15.373], [15.244, 23.474, 15.779], [14.993, 20.765, 16.384], [11.480, 20.092, 25.844], [12.375, 21.070, 26.218], [13.293, 21.251, 25.280], [12.892, 20.480, 24.144], [11.810, 19.686, 24.582], [10.643, 19.728, 26.277], [12.184, 21.421, 27.222], [14.092, 21.973, 25.368], [13.425, 20.386, 23.209], [11.188, 18.940, 24.109], [12.721, 16.333, 11.688], [12.039, 15.496, 10.814], [12.738, 14.297, 10.863], [13.876, 14.441, 11.727], [13.865, 15.782, 12.145], [12.404, 17.283, 11.820], [11.126, 15.861, 10.366], [12.414, 13.352, 10.454], [14.503, 13.617, 12.034], [14.524, 16.364, 12.771], [17.016, 22.242, 19.106], [17.260, 21.470, 20.214], [16.178, 21.424, 21.045], [15.232, 22.310, 20.507], [15.802, 22.820, 19.325], [17.653, 22.538, 18.381], [18.207, 20.979, 20.379], [15.989, 20.710, 21.833], [14.241, 22.380, 20.930], [15.450, 23.588, 18.653], [12.949, 14.450, 22.139], [12.717, 14.243, 23.490], [12.846, 15.417, 24.228], [13.330, 16.326, 23.271], [13.418, 15.783, 22.010], [12.966, 13.793, 21.372], [12.485, 13.267, 23.891], [12.624, 15.614, 25.266], [13.496, 17.367, 23.506], [13.789, 16.190, 21.081], [19.505, 21.710, 16.616], [18.533, 22.053, 15.628], [18.308, 23.393, 15.757], [18.924, 23.825, 16.925], [19.805, 22.894, 17.326], [19.971, 20.814, 16.655], [18.137, 21.322, 14.939], [17.604, 23.890, 15.106], [18.749, 24.823, 17.301], [20.419, 22.973, 18.211], [21.704, 23.891, 20.692], [22.959, 23.471, 21.091], [22.900, 22.137, 21.428], [21.585, 21.769, 21.291], [20.868, 22.817, 20.835], [21.352, 24.804, 20.441], [23.755, 24.190, 21.221], [23.564, 21.444, 21.924], [21.111, 20.837, 21.562], [19.798, 22.892, 20.712], [19.456, 12.803, 21.120], [18.751, 12.433, 20.020], [18.712, 11.066, 19.856], [19.604, 10.602, 20.840], [20.054, 11.645, 21.607], [19.476, 13.718, 21.548], [18.224, 13.151, 19.408], [18.151, 10.501, 19.126], [19.855, 9.557, 20.948], [20.731, 11.690, 22.447], [16.226, 19.420, 13.605], [17.536, 19.075, 13.485], [17.744, 17.777, 13.981], [16.482, 17.232, 14.210], [15.585, 18.280, 14.079], [15.796, 20.276, 13.285], [18.223, 19.843, 13.163], [18.631, 17.183, 14.144], [16.363, 16.240, 14.619], [14.514, 18.262, 14.223], [22.091, 11.039, 18.529], [21.690, 11.605, 17.181], [22.512, 10.773, 16.068], [22.318, 9.006, 16.704], [23.621, 8.342, 16.699], [21.158, 8.412, 16.091], [21.814, 9.485, 18.442], [21.728, 11.563, 19.414], [23.178, 11.047, 18.607], [21.880, 12.677, 17.121], [20.625, 11.559, 16.955], [23.559, 11.064, 15.987], [22.061, 10.800, 15.076], [22.508, 8.832, 18.972], [20.816, 9.142, 18.713], [11.852, 18.873, 20.543], [12.199, 20.373, 20.673], [11.253, 21.260, 19.720], [10.124, 20.126, 18.801], [10.733, 19.711, 17.551], [8.751, 20.521, 18.777], [10.410, 18.898, 20.119], [11.885, 18.308, 21.474], [12.612, 18.425, 19.902], [13.280, 20.491, 20.601], [11.980, 20.784, 21.659], [11.720, 22.014, 19.087], [10.537, 21.707, 20.410], [10.139, 17.944, 19.668], [9.706, 19.063, 20.935], [22.742, 14.905, 14.357], [22.701, 15.973, 15.456], [23.991, 16.840, 15.281], [25.315, 15.729, 14.584], [26.252, 15.516, 15.703], [25.763, 16.355, 13.349], [24.182, 14.244, 14.275], [22.437, 15.368, 13.419], [22.000, 14.168, 14.667], [22.672, 15.570, 16.469], [21.769, 16.515, 15.297], [24.261, 17.337, 16.213], [23.674, 17.543, 14.511], [24.440, 13.599, 15.114], [24.574, 13.925, 13.309], [14.985, 9.353, 18.912], [13.887, 9.854, 17.947], [13.978, 11.434, 17.942], [14.150, 11.889, 19.704], [12.790, 12.136, 20.226], [15.195, 12.913, 19.864], [14.763, 10.138, 20.190], [15.983, 9.648, 18.588], [14.884, 8.274, 19.032], [12.950, 9.519, 18.391], [13.996, 9.468, 16.933], [13.212, 12.023, 17.437], [14.959, 11.673, 17.530], [13.953, 9.810, 20.841], [15.629, 10.313, 20.828], [21.832, 15.745, 21.727], [20.869, 16.198, 20.580], [21.344, 15.659, 19.272], [23.237, 15.761, 19.414], [23.666, 16.930, 18.662], [23.770, 14.427, 19.123], [23.189, 16.135, 21.230], [21.921, 14.673, 21.904], [21.710, 16.166, 22.725], [20.814, 17.285, 20.621], [19.827, 15.966, 20.802], [21.150, 16.176, 18.332], [21.244, 14.576, 19.352], [23.401, 17.203, 21.170], [24.014, 15.641, 21.743], [18.478, 11.013, 13.176], [19.053, 12.130, 14.147], [17.856, 12.792, 14.919], [16.323, 11.821, 14.557], [15.216, 12.797, 14.404], [16.188, 10.566, 15.376], [16.973, 11.273, 12.899], [18.721, 10.049, 13.625], [19.044, 11.042, 12.245], [19.651, 12.877, 13.625], [19.746, 11.607, 14.807], [17.690, 13.779, 14.488], [18.033, 13.042, 15.965], [16.841, 12.132, 12.242], [16.448, 10.386, 12.545], [19.573, 20.793, 25.100], [19.894, 19.370, 25.591], [19.740, 18.483, 24.325], [18.488, 19.195, 23.203], [17.239, 18.465, 23.413], [19.103, 19.385, 21.861], [18.393, 20.735, 24.143], [20.462, 21.146, 24.578], [19.311, 21.483, 25.902], [19.006, 19.153, 26.183], [20.809, 19.311, 26.180], [19.364, 17.482, 24.536], [20.660, 18.395, 23.748], [17.420, 20.764, 24.632], [18.434, 21.592, 23.470], [16.261, 12.444, 23.969], [16.163, 13.101, 22.653], [16.644, 14.507, 22.940], [18.032, 14.355, 24.134], [17.845, 15.279, 25.227], [19.283, 14.349, 23.424], [17.625, 12.598, 24.568], [16.064, 11.374, 24.038], [15.522, 12.892, 24.634], [15.142, 13.133, 22.275], [16.746, 12.565, 21.904], [15.891, 15.018, 23.540], [16.941, 15.179, 22.135], [17.727, 12.526, 25.650], [18.392, 11.977, 24.104], [12.157, 14.173, 15.646], [10.800, 14.983, 15.662], [10.751, 15.744, 17.014], [12.452, 15.917, 17.675], [12.587, 15.145, 18.955], [12.937, 17.275, 17.573], [13.242, 15.016, 16.212], [12.353, 13.868, 14.618], [12.028, 13.273, 16.247], [9.866, 14.541, 15.314], [10.990, 15.631, 14.807], [10.064, 15.548, 17.837], [10.294, 16.710, 16.802], [14.219, 14.710, 16.588], [13.351, 15.885, 15.562], [16.881, 18.201, 18.922], [16.392, 17.105, 19.847], [16.880, 15.759, 19.372], [17.445, 15.956, 17.549], [16.645, 14.999, 16.781], [18.916, 15.934, 17.594], [16.747, 17.640, 17.485], [17.893, 18.449, 19.241], [16.360, 19.146, 19.078], [15.321, 16.937, 19.729], [16.574, 17.370, 20.889], [16.082, 15.019, 19.410], [17.765, 15.432, 19.919], [15.762, 17.447, 17.060], [17.386, 18.186, 16.792]]}